## a
The following is a quantum chemistry calculation of C7H14O2 in the gas phase, from OMol25.

Computed properties:
* SMILES string: C=C(O)[C@@H](O)[C@H](C)CC
* orbital gap: 9.6977 eV
* E_HOMO: -8.9 eV
* multiplicity: 1
* total charge: 0

Last column: natural (NBO) charge in e.
CARTESIAN COORDINATES (ANGSTROEM)
O 2.2500 1.5121 0.3626  -0.7029
O -0.0501 -0.6078 -1.6215  -0.7076
C -0.2798 0.0531 0.7465  -0.2433
C 2.7491 0.0047 -1.3904  -0.5479
C 0.3327 -1.1956 1.3961  -0.6118
C 1.8492 0.5850 -0.5829  0.3183
C 0.2695 0.3690 -0.6464  0.0604
C -2.6715 0.5720 -0.3562  -0.6184
C -1.8781 -0.0944 0.7545  -0.3923
H -2.2071 0.3349 1.7100  0.2038
H -0.1293 1.3243 -1.0018  0.1944
H 0.2701 -2.0690 0.7395  0.1893
H -3.7372 0.5801 -0.1027  0.2115
H 2.4377 -0.7114 -2.1450  0.2274
H 3.2136 1.6310 0.2985  0.4823
H 3.8070 0.2407 -1.3519  0.1926
H -2.5710 0.0208 -1.2956  0.2170
H -2.1597 -1.1526 0.7978  0.1921
H 1.3856 -1.0327 1.6444  0.2216
H -0.1858 -1.4447 2.3279  0.2172
H -0.0660 0.9083 1.3996  0.2249
H -2.3610 1.6079 -0.5161  0.2016
H -0.2682 -1.4354 -1.1670  0.4698

***

## b
The following is a quantum chemistry calculation of C7H14O2 in the gas phase, from OMol25.

Computed properties:
* SMILES string: C[C@H]1C(C)(C)O[C@@]1(C)O
* orbital gap: 10.4671 eV
* E_HOMO: -9.7 eV
* multiplicity: 1
* total charge: 0

Last column: natural (NBO) charge in e.
CARTESIAN COORDINATES (ANGSTROEM)
O -2.0454 -0.5032 -1.0727  -0.7214
O -0.2384 0.9630 -1.0318  -0.5578
C 0.8533 0.3018 -0.2418  0.2763
C -0.2304 -1.9448 0.6355  -0.6093
C 1.7173 -0.5405 -1.1651  -0.6322
C -1.2504 0.3206 -0.2804  0.5336
C -2.1626 1.2719 0.4778  -0.6378
C -0.1825 -0.4299 0.6211  -0.2879
C 1.6869 1.3333 0.4997  -0.6255
H -0.2906 -2.3598 -0.3670  0.2062
H 1.0514 1.9702 1.1100  0.2141
H -2.8502 0.6939 1.0890  0.2178
H -1.5760 1.9388 1.1025  0.2093
H 2.4049 0.8270 1.1422  0.2129
H 2.2681 0.1112 -1.8391  0.2208
H -1.1126 -2.2700 1.1829  0.2225
H 2.2223 1.9591 -0.2101  0.2165
H -2.7273 1.8592 -0.2418  0.2236
H 0.6531 -2.3472 1.1276  0.2097
H -1.5239 -0.7646 -1.8408  0.4793
H 1.1116 -1.2153 -1.7639  0.2093
H 2.4229 -1.1241 -0.5775  0.2149
H -0.2014 -0.0506 1.6437  0.2051

***

Quick look at relative energies in kcal/mol: a 16.4; b 0.0.

***

## a
The following is a quantum chemistry calculation of C2H2Cl2 in the gas phase, from OMol25.

Computed properties:
* SMILES string: Cl/C=C/Cl
* orbital gap: 10.5808 eV
* E_HOMO: -9.7 eV
* multiplicity: 1
* total charge: 0

Last column: natural (NBO) charge in e.
CARTESIAN COORDINATES (ANGSTROEM)
Cl 1.8283 -1.2122 0.2693  0.0533
Cl -1.7637 1.2798 -0.3016  -0.0299
C -0.6912 -0.1380 -0.1290  -0.2124
C 0.5865 -0.0543 0.1683  -0.2782
H -1.3637 -0.9786 -0.3947  0.2334
H 0.8935 0.9842 0.7072  0.2337

***

## b
The following is a quantum chemistry calculation of C2H2Cl2 in the gas phase, from OMol25.

Computed properties:
* SMILES string: C=C(Cl)Cl
* orbital gap: 10.8119 eV
* E_HOMO: -10.2 eV
* multiplicity: 1
* total charge: 0

Last column: natural (NBO) charge in e.
CARTESIAN COORDINATES (ANGSTROEM)
Cl 1.4040 1.3432 0.9875  0.0221
Cl -1.6087 1.1152 0.6989  -0.0270
C -0.0320 -0.6394 -0.4207  -0.4461
C -0.0002 0.3803 0.3654  -0.0036
H -0.6966 -1.2296 -0.9541  0.2417
H 0.9334 -0.9698 -0.6769  0.2128

***

Quick look at relative energies in kcal/mol: a 0.0; b 1.7.

***

## a
The following is a quantum chemistry calculation of C9H7N3O in the gas phase, from OMol25.

Computed properties:
* SMILES string: C=C(C#N)O/C(C)=C(/C#N)C=C=N
* orbital gap: 8.5749 eV
* E_HOMO: -8.4 eV
* multiplicity: 1
* total charge: 0

Last column: natural (NBO) charge in e.
CARTESIAN COORDINATES (ANGSTROEM)
O 0.0049 0.1316 -0.6107  -0.4887
N -0.7330 0.7902 2.5851  -0.2718
N 3.5864 -1.7616 1.8284  -0.2994
N -1.7468 -2.6644 -0.4631  -0.6023
C -0.7976 -2.4248 0.2133  0.5128
C 1.2175 -0.1051 0.0209  0.3711
C 2.2265 0.9924 -0.1928  -0.6397
C 2.5635 -1.5583 1.3675  0.2885
C -2.3369 0.9509 -0.3073  -0.3855
C -0.9328 0.8896 1.4685  0.1986
C -1.0459 0.7601 0.0611  0.1943
C 0.3873 -2.3106 0.8480  -0.4777
C 1.3540 -1.2885 0.6784  -0.2087
H 3.0710 0.6928 0.2971  0.2340
H -3.0134 1.3504 0.4300  0.2314
H -2.6802 -2.6925 -0.1865  0.3972
H -2.6320 0.8153 -1.3265  0.2177
H 0.7372 -3.3001 1.3773  0.2803
H 1.8888 1.8122 0.2627  0.2188
H 2.3266 1.2857 -1.3474  0.2291

***

## b
The following is a quantum chemistry calculation of C9H7N3O in the gas phase, from OMol25.

Computed properties:
* SMILES string: CC1=COC(C#N)(C#N)[C@]1(C)C#N
* orbital gap: 10.3901 eV
* E_HOMO: -10.1 eV
* multiplicity: 1
* total charge: 0

Last column: natural (NBO) charge in e.
CARTESIAN COORDINATES (ANGSTROEM)
O -0.3931 -1.8563 0.1095  -0.4592
N 2.0054 1.7475 -1.3196  -0.2507
N -1.7990 -1.5731 -2.6251  -0.2423
N 2.3519 -2.2449 -1.5435  -0.2230
C -0.8776 -1.3597 -1.9699  0.2680
C 0.0906 -1.0893 -0.8959  0.0858
C -1.3526 0.9665 -0.6179  -0.6156
C -0.0793 -1.3529 1.3093  0.0975
C 0.4345 1.1629 2.0961  -0.6585
C 0.0402 0.3758 -0.3924  -0.1617
C 1.1993 1.0322 -0.9890  0.2481
C 0.1296 -0.0398 1.2888  0.0205
C 1.4249 -1.6083 -1.3279  0.2340
H -1.4126 2.0735 -0.2117  0.2409
H -2.1135 0.3577 -0.1180  0.2425
H 1.3123 1.5625 1.6031  0.2364
H 0.1394 -2.0311 2.1161  0.2300
H -1.4769 0.9938 -1.7339  0.2390
H 0.7208 0.9736 3.0978  0.2353
H -0.3444 1.9092 2.1239  0.2330

***

Quick look at relative energies in kcal/mol: a 20.0; b 0.0.

***

## a
The following is a quantum chemistry calculation of a molecular structure, C2H2O4, from OMol25.

Computed properties:
* orbital gap: 11.6184 eV
* E_HOMO: -11.3 eV
* multiplicity: 1
* total charge: 0

Last column: natural (NBO) charge in e.
CARTESIAN COORDINATES (ANGSTROEM)
O -0.6808 -1.1449 0.1177  -0.6142
O -0.2768 0.9481 0.1747  -0.5637
O -2.4496 0.2405 -0.2177  -0.5562
O 1.6453 -0.0951 -0.4947  -0.6131
C 0.7131 0.0384 0.3828  0.6889
C -1.3294 -0.0321 0.0029  0.9590
H 1.3777 0.2588 -1.3646  0.5139
H 1.0005 -0.2136 1.3989  0.1853

***

## b
The following is a quantum chemistry calculation of C2H2O4 in the gas phase, from OMol25.

Computed properties:
* SMILES string: O=C(O)C(=O)O
* orbital gap: 10.5090 eV
* E_HOMO: -10.9 eV
* multiplicity: 1
* total charge: 0

Last column: natural (NBO) charge in e.
CARTESIAN COORDINATES (ANGSTROEM)
O -0.0743 1.4595 0.9215  -0.6443
O 0.4151 -1.0355 1.2383  -0.5222
O 0.5254 -1.3007 -1.0093  -0.6408
O -1.2575 0.7404 -1.0822  -0.5058
C 0.2613 -0.6123 0.0850  0.6421
C -0.4434 0.5871 -0.1373  0.6671
H 1.1512 -2.0606 -0.8683  0.5150
H -0.5778 2.2220 0.8522  0.4887

***

Quick look at relative energies in kcal/mol: a 9.4; b 0.0.

***

## a
The following is a quantum chemistry calculation of 6 unconnected molecules or ions with the total composition CH13O5S, from OMol25.

Computed properties:
* orbital gap: 6.7256 eV
* E_HOMO: -3.5 eV
* multiplicity: 1
* total charge: -1

Last column: natural (NBO) charge in e.
CARTESIAN COORDINATES (ANGSTROEM)
S 0.2795 0.6791 1.1583  -0.7383
O 0.8172 0.0081 -2.2456  -0.9630
O 3.3011 1.8784 0.4440  -0.9539
O -2.2593 -2.0667 -4.5500  -0.9438
O -1.3235 2.8210 3.2020  -0.9696
O 1.0646 -2.2196 -0.0083  -0.9962
C -1.2975 -0.1454 1.4590  -0.7442
H -0.9388 3.6738 3.0206  0.4560
H -1.3961 -1.6884 -4.7420  0.4727
H 0.7052 -0.9247 -2.4985  0.4518
H 0.5749 -0.1151 -1.3153  0.4955
H -0.5934 2.2127 3.0174  0.4972
H 1.5053 -2.8553 0.5578  0.4511
H -1.1449 -0.8054 2.3200  0.1813
H 1.0057 -1.4319 0.5700  0.4931
H 2.4957 1.3317 0.2460  0.4956
H -1.5834 -0.8772 0.6977  0.1873
H 3.6116 1.2897 1.1498  0.4539
H -2.0651 0.6049 1.6679  0.2024
H -2.7588 -1.3698 -4.1506  0.4710

***

## b
The following is a quantum chemistry calculation of 6 unconnected molecules or ions with the total composition CH13O5S, from OMol25.

Computed properties:
* orbital gap: 7.4842 eV
* E_HOMO: -4.1 eV
* multiplicity: 1
* total charge: -1

Last column: natural (NBO) charge in e.
CARTESIAN COORDINATES (ANGSTROEM)
S -0.3445 -0.1436 -0.6781  -0.7573
O 1.2767 -3.0741 -0.0508  -0.9541
O 0.0025 3.2675 -0.4709  -0.9911
O 1.2086 0.8230 2.5395  -0.9771
O -1.1700 -2.6550 -4.0628  -0.9588
O 2.3836 3.4237 1.4417  -0.9950
C -1.8842 -0.5897 0.4006  -0.7235
H -2.3874 0.2570 0.9970  0.1772
H 1.6345 3.4287 0.8138  0.4888
H -2.6692 -0.9503 -0.2286  0.1868
H 1.5253 0.0507 2.9905  0.4611
H 0.0791 2.3297 -0.8828  0.5100
H -0.2371 -2.6345 -4.3329  0.4636
H -0.7482 3.0860 0.1040  0.4677
H 0.7923 -2.3781 -0.4619  0.4890
H 0.3680 -3.5610 0.1152  0.4443
H 0.7974 0.3413 1.7516  0.5070
H -1.1108 -2.3289 -3.1287  0.4905
H 2.1357 2.5385 1.8460  0.4883
H -1.6524 -1.2307 1.2977  0.1827

***

Quick look at relative energies in kcal/mol: a 0.0; b 3.4.

***

## a
The following is a quantum chemistry calculation of 3 unconnected molecules or ions with the total composition C3H9N2O2, from OMol25.

Computed properties:
* orbital gap: 11.5615 eV
* E_HOMO: -14.1 eV
* multiplicity: 1
* total charge: +1

Last column: natural (NBO) charge in e.
CARTESIAN COORDINATES (ANGSTROEM)
O 1.8114 -0.5392 -1.0924  -0.9907
O 3.1686 1.4737 0.0680  -0.9629
N -2.4825 0.4639 0.4234  -0.4607
N -0.6563 -0.5422 -0.1084  -0.4637
C -2.6398 -0.8480 0.8037  -0.0559
C -1.2798 0.6313 -0.1191  0.2500
C -1.4878 -1.4810 0.4688  -0.0474
H 3.6853 2.1796 -0.3346  0.4985
H 2.4239 0.1682 -0.7954  0.5232
H -3.5424 -1.2046 1.2621  0.2592
H -3.1653 1.1969 0.5387  0.4534
H -1.2005 -2.5080 0.5929  0.2577
H -0.8724 1.5534 -0.5082  0.2526
H 2.3065 -1.1421 -1.6472  0.5010
H 0.3225 -0.6953 -0.4610  0.4889
H 3.6085 1.2934 0.9086  0.4967

***

## b
The following is a quantum chemistry calculation of 3 unconnected molecules or ions with the total composition C3H9N2O2, from OMol25.

Computed properties:
* orbital gap: 10.8731 eV
* E_HOMO: -13.9 eV
* multiplicity: 1
* total charge: +1

Last column: natural (NBO) charge in e.
CARTESIAN COORDINATES (ANGSTROEM)
O -0.0773 0.9648 -2.5019  -0.9636
O -0.3079 -2.1778 -0.9606  -0.9599
N -0.7647 0.3241 0.5066  -0.4868
N 1.3086 0.5000 1.0170  -0.4800
C -0.7376 0.5785 1.9453  -0.0625
C 0.6022 0.9254 2.1844  -0.0495
C 0.4431 0.1131 0.0331  0.3164
H -1.7226 -0.0593 -0.0678  0.4861
H 2.2391 0.3680 1.0547  0.4297
H 1.2017 1.3092 3.0160  0.2645
H 0.2823 1.8802 -2.6148  0.4859
H -0.2430 0.7665 -3.4247  0.4888
H 0.6088 -0.2651 -0.8987  0.2890
H -1.2506 -2.4803 -1.1196  0.4781
H -1.5092 0.3978 2.6945  0.2718
H -0.0729 -3.1450 -0.8635  0.4921

***

## c
The following is a quantum chemistry calculation of a gas-phase ion, C3H9N2O2 (charge +1), from OMol25.

Computed properties:
* SMILES string: CCCN(O)[NH+]=O
* orbital gap: 9.5643 eV
* E_HOMO: -15.6 eV
* multiplicity: 1
* total charge: +1

Last column: natural (NBO) charge in e.
CARTESIAN COORDINATES (ANGSTROEM)
O 3.1041 0.8332 0.2536  -0.2922
O 2.0734 -1.3296 -0.9483  -0.4381
N 1.4138 -0.4924 -0.1249  0.2145
N 1.9693 0.4527 0.5496  0.2175
C -0.0202 -0.6970 0.2218  -0.2504
C -0.8142 0.6188 -0.1501  -0.3946
C -2.2814 0.2414 -0.0569  -0.6320
H -0.1369 -0.7974 1.2647  0.2320
H -0.2670 -1.5503 -0.2630  0.2539
H -2.7953 -0.2304 -0.9154  0.2488
H -0.4690 0.9476 -1.1079  0.2295
H 2.8782 -0.8740 -1.4235  0.5472
H 1.2564 0.7777 1.1413  0.4055
H -2.8621 1.0963 0.0528  0.2416
H -0.5663 1.3859 0.5993  0.1997
H -2.4827 -0.3825 0.9067  0.2172

***

## d
The following is a quantum chemistry calculation of a molecular structure, C3H9N2O2, from OMol25.

Computed properties:
* orbital gap: 8.3083 eV
* E_HOMO: -14.4 eV
* multiplicity: 1
* total charge: +1

Last column: natural (NBO) charge in e.
CARTESIAN COORDINATES (ANGSTROEM)
O 2.3730 -0.2016 -0.5680  -0.5037
O -0.3919 1.3078 0.7020  -0.2999
N -0.1779 0.3286 1.4661  0.2543
N 1.0811 -0.1446 -0.8248  -0.1545
C -0.9639 -0.2824 -1.7700  -0.6867
C 0.4647 -0.4947 -1.8825  0.1288
C -0.6143 0.2479 2.7733  -0.5037
H -0.9759 -0.7637 2.8007  0.2789
H -1.5786 -0.5650 -2.6895  0.2736
H 2.9728 -0.4690 -1.1950  0.4863
H -1.3800 0.9171 3.0660  0.2382
H 0.3625 0.9466 -0.1878  0.4781
H -1.1520 0.6427 -1.2837  0.2352
H 0.3073 0.3412 3.2953  0.3022
H -1.3130 -0.8964 -0.9130  0.2473
H 0.9861 -0.9144 -2.7891  0.2256

***

Quick look at relative energies in kcal/mol: a 0.0; b 53.5; c 170.2; d 181.8.